Computed, not measured: C35H78GaN6O7 as an isolated structure in a non-equilibrium geometry, with the ωB97M-V functional and the def2-TZVPD basis.

Each line ends with the Löwdin charge.
Cartesian coordinates (Å):
Ga1 -2.67163 0.74281 0.63368  0.46
O1 -5.56595 0.06528 4.08366  0.04
O2 -3.54572 8.19852 2.80612  0.02
O3 10.08921 -4.10701 -1.64069  0.03
O4 -2.58578 -0.65543 -3.06893  -0.06
O5 -3.11127 -1.92773 -4.86400  0.07
O6 -7.17214 1.55585 0.00771  0.03
O7 6.10261 3.51604 -3.41468  0.02
N1 11.57197 -3.79001 -3.29914  0.15
N2 3.87599 3.39881 -3.68740  0.16
N3 -4.62768 6.48662 1.82952  0.16
N4 -2.54656 3.10878 -1.62849  -0.03
N5 -6.98453 -0.29960 -1.25262  0.17
N6 -6.80954 0.60786 5.87759  0.14
C1 -6.65101 0.35189 4.54523  -0.57
C2 6.98797 -2.48218 0.19938  -0.21
C3 -4.98852 -4.04145 1.91049  -0.22
C4 4.10668 1.27589 1.79493  -0.21
C5 5.15103 3.35794 -4.15763  -0.61
C6 -2.82177 -2.58932 2.31883  -0.24
C7 -3.81536 3.17121 -0.89238  -0.37
C8 -2.22147 -1.27658 2.90876  -0.28
C9 -4.83382 -6.21067 0.62704  -0.14
C10 10.59510 -4.50334 -2.67252  -0.60
C11 -8.42221 1.49985 -2.03375  -0.01
C12 -3.64131 -0.35286 -2.07557  -0.26
C13 5.04085 -3.82940 1.30622  -0.12
C14 -4.31045 -2.84982 2.71503  -0.19
C15 -3.25571 -0.91875 -4.23243  -0.38
C16 7.46369 -1.78406 -1.12629  -0.22
C17 -3.84041 7.59096 1.79034  -0.61
C18 -3.98229 -5.04835 1.26905  -0.27
C19 -2.99996 0.02663 2.55888  -0.24
C20 -0.72001 1.29535 0.28392  -0.26
C21 5.68300 -3.30870 -0.02144  -0.27
C22 -3.36225 8.00850 0.42250  -0.01
C23 -7.89540 0.44934 3.69888  0.00
C24 -3.24700 -0.77667 -0.63814  -0.19
C25 2.59320 1.66967 1.60573  -0.21
C26 -7.47772 0.94280 -0.99669  -0.59
C27 7.69191 -0.25315 -0.95042  -0.20
C28 0.36524 0.45210 1.01815  -0.30
C29 6.34834 1.41839 0.53295  -0.21
C30 -3.82671 2.45121 0.50863  -0.24
C31 10.19164 -5.79548 -3.33643  -0.01
C32 1.84459 0.76432 0.56744  -0.21
C33 5.30192 3.10589 -5.63696  -0.01
C34 6.31937 0.50387 -0.72984  -0.20
C35 4.92957 2.06041 0.70971  -0.22
H1 -8.07613 -0.51443 3.22329  0.09
H2 4.34785 1.94564 -0.23359  0.09
H3 -9.38465 1.70252 -1.56438  0.08
H4 -3.98854 0.69682 -2.18620  0.09
H5 -4.28732 -3.19372 3.77618  0.11
H6 5.53536 -0.28019 -0.64143  0.10
H7 11.85874 -2.92224 -2.87601  0.11
H8 6.72459 -1.99952 -1.93405  0.11
H9 -0.61701 2.36061 0.61481  0.05
H10 -2.73649 0.84708 3.26766  0.05
H11 -4.24135 -7.12617 0.43241  0.06
H12 3.74762 3.56376 -2.70152  0.11
H13 4.95476 3.14942 0.93338  0.11
H14 -7.22082 -0.83294 -2.06943  0.09
H15 7.78087 -3.20981 0.48432  0.11
H16 -3.95459 -0.13687 -4.63639  0.15
H17 7.16541 2.16283 0.43774  0.11
H18 10.75669 -5.98021 -4.25112  0.07
H19 4.25244 0.19003 1.58684  0.10
H20 -2.26729 -1.39574 4.02761  0.10
H21 -2.64033 -2.69260 1.22583  0.08
H22 3.94455 -3.98634 1.20957  0.07
H23 4.33755 2.98943 -6.13295  0.07
H24 4.47793 1.49386 2.81951  0.10
H25 9.13149 -5.75024 -3.58394  0.09
H26 -2.24030 -3.43022 2.77622  0.10
H27 -8.00812 2.42796 -2.42727  0.08
H28 -4.95879 6.18515 2.73135  0.11
H29 6.09500 1.11040 -1.63575  0.10
H30 6.56295 0.77671 1.41658  0.10
H31 2.41483 -0.19711 0.50971  0.09
H32 8.32350 -0.12975 -0.04247  0.10
H33 -7.68931 0.84869 6.29580  0.09
H34 8.21703 0.21263 -1.80989  0.10
H35 -8.77323 0.71835 4.28967  0.06
H36 -2.27284 7.99600 0.40914  0.09
H37 -1.14128 -1.26017 2.65638  0.07
H38 2.58897 2.71142 1.20426  0.10
H39 8.42145 -2.27858 -1.43412  0.08
H40 -3.41212 -4.55507 0.45401  0.10
H41 0.22022 -0.64798 0.91723  0.09
H42 -4.89164 5.95518 1.01787  0.09
H43 5.88216 2.19531 -5.78360  0.08
H44 -3.72847 7.34266 -0.35978  0.07
H45 -3.71591 9.01869 0.21642  0.08
H46 -2.36953 2.19944 -2.04388  0.03
H47 -7.74319 1.20832 2.93081  0.08
H48 -2.37103 -1.46647 -0.72222  0.06
H49 -4.63188 2.76056 -1.53115  0.08
H50 -4.11172 -0.09644 2.63135  0.01
H51 -3.45057 3.15844 1.28941  0.04
H52 5.90653 -4.20394 -0.64566  0.10
H53 5.24480 -3.14082 2.15334  0.07
H54 -5.99185 0.54987 6.46230  0.10
H55 -6.34925 -0.70109 -0.57853  0.10
H56 -8.57627 0.80680 -2.86229  0.07
H57 -4.04781 4.26417 -0.76778  0.07
H58 1.87936 1.19272 -0.45990  0.10
H59 -5.31270 -5.84911 -0.31197  0.07
H60 3.06538 3.27168 -4.26613  0.10
H61 0.29317 0.66707 2.11066  0.09
H62 -1.75886 3.44937 -1.08777  0.05
H63 4.96818 -2.68499 -0.59923  0.09
H64 5.48706 -4.81607 1.55751  0.06
H65 -5.58031 -4.63926 2.64509  0.10
H66 -5.68674 -3.65576 1.13591  0.10
H67 5.82746 3.94723 -6.08801  0.08
H68 -4.95374 -1.95592 2.62161  0.08
H69 6.84218 -1.75648 1.02860  0.10
H70 -4.04414 -1.38702 -0.14772  0.04
H71 10.36733 -6.61901 -2.64500  0.09
H72 -4.87202 2.20066 0.81186  0.02
H73 -5.67631 -6.45179 1.31600  0.06
H74 -0.49288 1.24963 -0.81192  0.04
H75 -3.27803 -5.49516 1.99758  0.10
H76 2.10156 1.71410 2.59944  0.10
H77 -4.51257 -0.99533 -2.37436  0.09
H78 12.01320 -4.08292 -4.15170  0.09

Force components x, y, z for each atom (eV/Å):
-0.094 0.141 0.828
-0.616 -0.001 0.368
0.024 0.070 -0.171
0.030 -0.168 -0.091
-1.329 0.080 -0.544
0.223 0.149 0.095
-0.282 0.020 -0.105
0.051 -0.031 -0.207
0.128 0.112 -0.016
-0.030 0.056 0.055
-0.170 0.033 0.053
-0.552 0.514 -0.710
0.004 -0.106 0.169
0.020 0.020 0.247
0.229 -0.044 -0.098
-0.110 -0.658 -0.628
0.892 0.005 0.697
-0.366 0.740 -0.952
-0.085 0.032 0.354
0.201 -0.231 0.368
-0.254 0.086 1.001
-0.877 -0.127 0.851
-0.087 0.590 0.257
-0.012 0.195 0.165
-0.026 -0.136 -0.219
-1.135 -0.903 0.509
0.229 -0.156 -0.258
0.114 -0.923 -0.394
0.514 -0.051 -0.196
0.649 -0.172 -0.004
-0.086 -0.130 0.242
-1.145 -0.493 -0.792
0.252 0.145 -0.923
0.552 -0.318 0.005
-0.094 0.034 0.331
-0.086 -0.144 -0.193
-0.209 0.132 0.157
0.659 -0.041 -0.471
0.700 0.271 -0.250
0.205 -0.122 0.192
-0.765 -0.117 0.204
0.283 0.317 -0.182
-0.774 -0.185 -0.651
-0.348 0.315 -0.464
0.133 -0.035 -0.217
0.097 -0.505 0.887
-0.214 -0.027 -0.121
1.054 -0.282 0.073
0.160 -0.635 0.488
0.078 0.072 -0.082
0.493 0.153 0.422
0.070 0.093 0.006
0.490 -0.429 0.055
-0.150 0.624 -0.533
0.199 0.647 0.118
-0.036 -0.048 -0.033
0.420 0.320 0.462
0.040 -0.606 -0.308
-0.124 -0.562 -0.301
-0.342 0.505 -0.013
-0.017 -0.048 -0.051
0.051 -0.670 0.031
-0.002 0.129 0.021
-0.406 0.610 0.171
0.399 -0.109 0.783
-0.470 -0.346 0.018
-0.042 -0.033 0.022
-0.160 0.598 0.306
0.162 -0.128 -0.655
-0.306 0.431 0.628
0.690 0.190 0.069
0.053 -0.007 -0.019
-0.180 -0.078 -0.594
0.017 -0.042 0.113
-0.295 0.488 -0.405
-0.060 0.017 0.093
0.068 -0.055 -0.070
0.025 -0.308 0.619
0.013 0.452 -0.427
-0.389 0.558 0.015
-0.234 0.067 -0.565
0.037 -0.014 -0.130
-0.137 -0.442 0.454
-0.004 -0.019 -0.040
-0.043 0.092 0.029
-0.587 0.233 0.010
-0.078 -0.512 0.500
-0.783 0.462 0.135
-0.139 -0.312 0.637
-0.213 0.684 -0.134
0.166 -0.010 0.028
0.065 0.092 0.009
0.053 0.028 0.003
0.108 0.007 0.060
0.202 0.163 0.513
0.061 -0.146 -0.086
-0.588 0.404 -0.028
0.568 0.212 0.283
1.339 -0.054 0.060
-0.076 -0.405 -0.446
-0.072 0.687 0.168
-0.255 -0.337 -0.503
-0.038 0.014 -0.063
0.059 0.078 -0.056
-0.021 0.054 0.001
0.043 -0.656 -0.175
-0.153 -0.130 0.693
0.423 -0.352 0.496
0.099 -0.031 0.007
0.022 -0.268 -0.652
-0.195 -0.524 -0.002
0.265 -0.325 0.411
-0.236 0.596 0.016
0.095 0.480 -0.587
0.449 -0.271 0.330
0.076 -0.082 0.037
0.503 -0.364 0.228
0.073 -0.342 -0.506
0.303 0.440 -0.528
-0.114 0.045 0.014
0.587 0.241 -0.288
0.607 -0.097 -0.388
-0.178 0.153 0.625
-0.356 0.495 -0.230
-0.008 -0.285 -0.687
0.457 0.557 0.082
-0.100 -0.044 0.065

Summary:
Highest occupied orbital energy in eV: -4.18
E in hartree: -4160.43927
Net charge: -1
Spin multiplicity: 1